--- one ---
Entry from the Open Molecules 2025 dataset: one molecule with the formula C4H4N2O (the ωB97M-V functional and the def2-TZVPD basis).

Properties
* Kohn-Sham gap: 0.3651 hartree
* SMILES: O=Cc1cnc[nH]1
* lowest unoccupied orbital energy: 0.36 eV

Structure (XYZ):
```
11
Properties=species:S:1:pos:R:3:nbo_charge:R:1
O 1.859 -1.243 -1.670 -0.531
C 0.717 -1.203 -1.265 0.401
C 0.156 -0.323 -0.237 -0.073
C -1.176 -0.302 0.108 -0.014
N -1.459 0.700 0.982 -0.460
C -0.304 1.296 1.183 0.205
N 0.709 0.728 0.486 -0.500
H -0.069 -1.864 -1.694 0.122
H -1.941 -0.978 -0.251 0.213
H -0.161 2.159 1.823 0.204
H 1.670 1.030 0.537 0.433
```

---

--- two ---
Entry from the Open Molecules 2025 dataset: one molecule with the formula C4H4N2O (the ωB97M-V functional and the def2-TZVPD basis).

Properties
* Kohn-Sham gap: 0.3565 hartree
* SMILES: O=c1cc[nH]cn1
* lowest unoccupied orbital energy: 0.43 eV

Structure (XYZ):
```
11
Properties=species:S:1:pos:R:3:nbo_charge:R:1
O -1.940 -1.182 -1.635 -0.542
C -1.115 -0.629 -0.947 0.638
C -0.610 -1.079 0.339 -0.406
C 0.368 -0.409 0.989 0.067
N 0.975 0.723 0.520 -0.607
C 0.461 1.304 -0.753 0.269
N -0.480 0.733 -1.418 -0.487
H -1.012 -1.974 0.807 0.236
H 0.685 -0.798 1.959 0.212
H 1.689 1.056 1.182 0.420
H 0.980 2.256 -1.044 0.198
```

---

--- three ---
Entry from the Open Molecules 2025 dataset: a 2-piece molecular cluster, C4H4N2O overall (the ωB97M-V functional and the def2-TZVPD basis).

Properties
* Kohn-Sham gap: 0.4185 hartree
* SMILES: c1conn1.C#C
* lowest unoccupied orbital energy: 0.77 eV

Structure (XYZ):
```
11
Properties=species:S:1:pos:R:3:nbo_charge:R:1
C -1.906 0.655 0.743 -0.177
C -2.121 -0.660 1.029 0.111
O -1.804 -1.445 -0.027 -0.279
N -1.304 -0.570 -0.987 0.102
N -1.397 0.615 -0.568 -0.200
H -1.932 1.519 1.310 0.232
H -2.302 -1.241 1.850 0.213
C 2.839 -1.684 0.495 -0.228
C 2.173 -0.674 0.548 -0.235
H 3.176 -2.683 0.549 0.233
H 1.319 -0.074 0.522 0.227
```

---

--- four ---
Entry from the Open Molecules 2025 dataset: one molecule with the formula C4H4N2O (the ωB97M-V functional and the def2-TZVPD basis).

Properties
* Kohn-Sham gap: 0.3727 hartree
* SMILES: O=c1cc[nH]cn1
* lowest unoccupied orbital energy: 0.32 eV

Structure (XYZ):
```
11
Properties=species:S:1:pos:R:3:nbo_charge:R:1
O -2.418 0.960 -0.601 -0.529
C -1.297 0.537 -0.432 0.604
C -0.906 -0.238 0.764 -0.345
C 0.323 -0.743 0.842 0.030
N 1.341 -0.388 -0.060 -0.637
C 0.901 0.315 -1.206 0.298
N -0.288 0.720 -1.432 -0.471
H -1.631 -0.429 1.545 0.239
H 0.684 -1.401 1.627 0.212
H 1.812 0.208 0.630 0.410
H 1.652 0.454 -1.994 0.190
```

---

Least stable structure: three

---

--- one ---
Entry from the Open Molecules 2025 dataset: one molecule with the formula C17H17Cl2NO4S2 (the ωB97M-V functional and the def2-TZVPD basis).

Properties
* Kohn-Sham gap: 0.3395 hartree
* SMILES: O=S(=O)(NCCSCc1ccc(Cl)c(Cl)c1)c1ccc2c(c1)OCCO2
* lowest unoccupied orbital energy: 0.42 eV

Structure (XYZ):
```
43
Properties=species:S:1:pos:R:3:nbo_charge:R:1
O -1.377 -2.781 -1.794 -0.941
S -1.747 -2.610 -0.421 2.318
O -2.293 -3.722 0.302 -0.934
N -0.363 -2.030 0.340 -0.878
C -0.386 -2.032 1.785 -0.245
C 0.631 -1.052 2.356 -0.537
S 0.119 0.689 2.223 0.186
C 0.349 1.025 0.437 -0.562
C 1.723 0.687 -0.036 0.061
C 1.912 -0.191 -1.097 -0.241
C 3.188 -0.509 -1.524 -0.211
C 4.294 0.040 -0.893 -0.078
Cl 5.880 -0.366 -1.427 0.033
C 4.112 0.918 0.174 -0.051
Cl 5.472 1.610 0.973 0.032
C 2.833 1.237 0.596 -0.252
C -2.803 -1.190 -0.230 -0.354
C -3.711 -1.135 0.809 -0.189
C -4.462 0.011 0.988 -0.236
C -4.290 1.102 0.143 0.234
C -3.340 1.046 -0.890 0.283
C -2.609 -0.120 -1.079 -0.238
O -3.096 2.111 -1.709 -0.490
C -3.624 3.327 -1.221 -0.099
C -5.055 3.118 -0.732 -0.099
O -5.072 2.200 0.342 -0.474
H 0.462 -2.461 -0.050 0.406
H -0.198 -3.035 2.192 0.197
H -1.393 -1.732 2.083 0.217
H 0.747 -1.218 3.426 0.239
H 1.599 -1.155 1.865 0.221
H 0.155 2.095 0.351 0.235
H -0.409 0.468 -0.109 0.235
H 1.058 -0.628 -1.592 0.228
H 3.335 -1.188 -2.349 0.234
H 2.698 1.909 1.430 0.239
H -3.838 -1.998 1.443 0.244
H -5.194 0.089 1.776 0.235
H -1.908 -0.193 -1.894 0.251
H -3.585 4.035 -2.050 0.208
H -3.007 3.694 -0.390 0.182
H -5.487 4.045 -0.352 0.207
H -5.669 2.735 -1.557 0.185
```

---

--- two ---
Entry from the Open Molecules 2025 dataset: one molecule with the formula C17H17Cl2NO4S2 (the ωB97M-V functional and the def2-TZVPD basis).

Properties
* Kohn-Sham gap: 0.3405 hartree
* SMILES: O=S(=O)(NCCSCc1c(Cl)cccc1Cl)c1ccc2c(c1)OCCO2
* lowest unoccupied orbital energy: 0.65 eV

Structure (XYZ):
```
43
Properties=species:S:1:pos:R:3:nbo_charge:R:1
O -0.319 0.336 -1.621 -0.955
S 0.559 1.235 -0.921 2.325
O 0.742 2.562 -1.422 -0.931
N 0.096 1.369 0.683 -0.871
C -0.798 0.364 1.210 -0.260
C -2.180 0.905 1.570 -0.549
S -2.894 1.996 0.299 0.195
C -3.359 0.811 -1.022 -0.591
C -4.409 -0.133 -0.550 -0.015
C -5.713 0.312 -0.307 -0.032
Cl -6.120 1.959 -0.617 0.024
C -6.699 -0.532 0.175 -0.231
C -6.399 -1.859 0.427 -0.191
C -5.125 -2.338 0.187 -0.235
C -4.148 -1.480 -0.296 -0.044
Cl -2.579 -2.141 -0.614 0.012
C 2.141 0.436 -0.725 -0.341
C 2.252 -0.929 -0.909 -0.192
C 3.481 -1.536 -0.731 -0.240
C 4.588 -0.781 -0.357 0.225
C 4.452 0.598 -0.132 0.280
C 3.217 1.202 -0.333 -0.224
O 5.498 1.370 0.288 -0.490
C 6.593 0.621 0.773 -0.098
C 6.893 -0.540 -0.172 -0.098
O 5.788 -1.418 -0.227 -0.478
H -0.166 2.317 0.905 0.413
H -0.880 -0.410 0.446 0.234
H -0.350 -0.082 2.108 0.196
H -2.876 0.088 1.761 0.231
H -2.120 1.538 2.455 0.226
H -2.451 0.315 -1.360 0.276
H -3.737 1.453 -1.817 0.253
H -7.691 -0.147 0.348 0.230
H -7.161 -2.522 0.805 0.222
H -4.879 -3.372 0.368 0.230
H 1.385 -1.492 -1.213 0.240
H 3.615 -2.595 -0.884 0.232
H 3.106 2.263 -0.193 0.247
H 7.435 1.311 0.836 0.205
H 6.363 0.226 1.771 0.181
H 7.740 -1.132 0.179 0.205
H 7.107 -0.147 -1.174 0.183
```

---

Least stable structure: two